{"formula": "FN2O2", "method": "ωB97M-V/def2-TZVPD", "symbols": ["N", "N", "O", "O", "F"], "coordinates": [[0.545483, 0.749202, -0.131773], [-0.030991, -0.288782, 0.337162], [-0.924195, -0.917046, -0.248542], [0.389679, -0.627083, 1.462484], [0.020023, 1.083709, -1.419331]], "forces_ev_per_a": [[3.9, 6.9, -3.0], [-3.3, -4.9, 1.3], [-2.7, -1.5, -2.4], [2.0, 0.1, 3.0], [0.2, -0.6, 1.1]], "lowdin_charge": [0.12, -0.69, -0.16, -0.15, -0.13], "max_force_ev_per_a": 8.46, "s2": 2.01, "relative_energy_kcal_mol": 2.32, "e_homo_ev": [-0.175, -4.091], "total_charge": -1, "lumo_energy_ev": [5.19, 3.13], "homo_lumo_gap_ev": [5.4, 7.2], "spin_multiplicity": 3}